Density functional theory data (ωB97M-V/def2-TZVPD) for a structure of composition C10H16OS.

The lowest unoccupied orbital energy is 0.7 eV. The orbital gap comes out at 8.87 eV. The molecular weight is 184.30 Da. The calculation puts the total energy at -23508.7308 eV. The value obtained for the HOMO energy is -0.301 hartree. The value obtained for the largest force on an atom is 0.0974 Eh/bohr.

The geometry in ORCA input format:
```
! wB97M-V def2-TZVPD RIJCOSX def2/J DEFGRID3
* xyz 0 1
C 1.14 -0.65 1.05
C -1.45 0.79 -1.05
C 0.63 0.78 1.21
C 0.45 -0.96 -0.30
C -0.15 0.39 -0.55
C -2.45 -0.06 -1.83
C 1.77 1.76 1.49
C -0.46 1.09 2.15
C 1.50 -1.13 -1.43
C -0.55 -2.10 -0.26
O 2.01 -1.16 1.74
S 0.06 1.57 -1.80
H -2.02 1.49 -0.39
H -1.89 -0.34 -2.74
H -3.34 0.40 -2.09
H -2.55 -1.02 -1.33
H 2.30 2.07 0.61
H 2.37 1.15 2.17
H 1.47 2.60 2.13
H -1.08 1.89 1.79
H -0.09 1.36 3.16
H -1.13 0.33 2.20
H 1.26 -0.49 -2.28
H 1.65 -2.19 -1.65
H 2.49 -0.64 -1.20
H 0.11 -2.82 0.10
H -0.73 -2.32 -1.29
H -1.33 -1.79 0.40
*
```

Here are the natural (NBO) charges for atoms 1 to 2, given in e: 0.61 -0.28

***

Density functional theory data (ωB97M-V/def2-TZVPD) for a structure of composition C10H17CeCl2NO4.

The lowest unoccupied orbital energy (spin up / spin down) is 4.4 / 4.4 eV. The orbital gap (spin up / spin down) comes out at 3.86 / 3.87 eV. The molecular weight is 426.27 Da. The calculation puts the total energy at -58300.4356 eV. The value obtained for the HOMO energy (spin up / spin down) is 0.021 / 0.021 hartree. The value obtained for the largest force on an atom is 0.1036 Eh/bohr.

The geometry in ORCA input format:
```
! wB97M-V def2-TZVPD RIJCOSX def2/J DEFGRID3
* xyz -2 1
C 0.83 -1.00 -1.18
C -0.53 -0.75 -1.53
C -1.34 -1.10 -0.42
C -1.02 -0.19 -2.81
C -0.49 -1.61 0.60
C 0.86 -1.53 0.14
C 2.05 -1.91 0.90
C 2.00 -0.73 -2.04
C -2.81 -0.95 -0.34
C -0.94 -2.10 1.91
Ce -0.15 2.84 0.55
Cl -2.20 2.75 -0.76
Cl 1.22 2.85 -1.76
O -0.90 1.47 1.93
H -0.19 0.14 -3.43
H -1.67 0.68 -2.63
H -1.61 -0.94 -3.37
H -3.13 -0.02 -0.80
H -3.13 -0.95 0.71
H -3.32 -1.78 -0.85
H -1.69 -1.43 2.35
H -0.10 -2.19 2.61
H -1.40 -3.10 1.83
H 1.87 -1.80 1.97
H 2.89 -1.25 0.63
H 2.34 -2.95 0.70
H 1.89 0.24 -2.55
H 2.13 -1.52 -2.80
H 2.91 -0.68 -1.43
H -0.56 1.03 2.73
O 2.16 1.48 1.32
H 2.81 1.91 0.73
O 0.74 5.48 3.31
N 0.46 4.61 2.48
O 0.04 4.99 1.30
*
```

Here are the Löwdin charges for atoms 1 to 2, given in e: -0.26 -0.27